Entry 1:
Below is a structure of composition C29H42IN13O2Y, with properties calculated with ωB97M-V/def2-TZVPD.

```
! wB97M-V def2-TZVPD RIJCOSX def2/J DEFGRID3
* xyz 3 1
Y -0.06526 -0.90438 0.10459
N -2.26306 -2.44418 0.55749
C -1.98936 -3.78908 1.12419
C -0.89316 -3.66228 2.17739
N 0.33544 -3.15288 1.53749
H -2.88316 -1.98058 1.22679
H -2.83496 -2.56178 -0.28151
H -1.66066 -4.45398 0.32129
H -2.88286 -4.22528 1.58349
H -0.73276 -4.62968 2.66239
H -1.20646 -2.94868 2.94489
H 0.75384 -3.92818 1.02119
H 1.00394 -2.92408 2.27369
C 1.22464 2.11792 -1.43381
N 0.05654 2.81422 -0.93811
C -0.10766 4.19292 -1.39571
C -0.80586 4.88612 -0.22771
N -0.92226 3.83972 0.77859
C -1.56706 4.22622 2.01689
C -0.36226 2.68692 0.36829
N -0.22566 1.53112 0.98199
C -0.40446 1.48312 2.43709
C -0.24146 0.03692 2.90849
N 0.99424 -0.51628 2.35379
C 2.08884 -0.58148 3.08489
N 3.20464 -1.16698 2.54729
C 3.58824 -1.06428 1.16739
C 4.28314 -1.27018 3.51779
C 3.62004 -0.81098 4.81289
N 2.33164 -0.28418 4.37589
C 1.54484 0.38682 5.38289
H 1.40614 2.43962 -2.45791
H 1.05914 1.02522 -1.44121
H 2.11504 2.34782 -0.83751
H -0.70846 4.20372 -2.30891
H 0.86164 4.65042 -1.60631
H -1.79826 5.25832 -0.49591
H -0.22696 5.72372 0.17359
H -2.00266 5.21202 1.87169
H -0.84796 4.30352 2.83209
H -2.37816 3.55662 2.29479
H -1.38116 1.84542 2.76249
H 0.37174 2.09432 2.91679
H -1.08116 -0.55248 2.49899
H -0.30016 -0.00928 3.99509
H 2.73034 -0.70468 0.58179
H 3.92154 -2.04428 0.81769
H 4.42154 -0.35958 1.05679
H 5.12744 -0.63188 3.23529
H 4.63854 -2.30198 3.56929
H 4.18934 -0.03108 5.32289
H 3.45814 -1.63878 5.51079
H 2.23034 0.75122 6.14669
H 0.83924 -0.28848 5.87309
H 1.02594 1.25022 4.97149
O -2.66006 0.89682 -7.10431
N -2.53326 1.76342 -6.28191
O -2.47166 2.94802 -6.45751
C -2.43226 1.34002 -4.87451
C -3.15536 2.02662 -3.95791
C -3.10706 1.65942 -2.58431
C -3.93756 2.26772 -1.62941
C -3.88186 1.83472 -0.32451
C -2.97466 0.83032 0.00929
N -2.14036 0.26532 -0.85441
C -2.21236 0.64862 -2.15041
C -1.40316 -0.04138 -3.12511
N -0.54576 -1.00238 -2.69881
C 0.06244 -1.72458 -3.63141
C -0.08376 -1.53408 -5.00511
C -0.87966 -0.51058 -5.45501
C -1.57476 0.25742 -4.50271
H -3.79046 2.84152 -4.27431
H -4.62096 3.04642 -1.93131
H -4.52956 2.24612 0.43429
H -2.92276 0.47012 1.03119
H 0.69794 -2.53008 -3.30041
H 0.44534 -2.17118 -5.69491
H -1.00876 -0.33348 -6.51381
I 1.98594 -6.41578 -2.78961
C 2.16584 -4.45588 -2.06671
C 3.25294 -3.60148 -2.16271
N 2.90094 -2.44828 -1.57871
N 1.64374 -2.48368 -1.09941
C 1.19034 -3.70728 -1.39911
H 4.21544 -3.76708 -2.60231
H 3.47244 -1.61758 -1.51451
H 0.17984 -4.00048 -1.18531
*
```

The energy above the lowest of the compared OMol25 structures with the same formula, charge and spin comes out at 1.558 eV. For the frontier orbital gap, the calculation gives 7.833 eV. Its LUMO energy is -8.13 eV. For the HOMO energy, the calculation gives -15.965 eV.

***

Entry 2:
Below is an isolated molecule of C20H27N3O4S, with properties calculated with ωB97M-V/def2-TZVPD.

```
! wB97M-V def2-TZVPD RIJCOSX def2/J DEFGRID3
* xyz 0 1
C -3.48758 -2.50057 1.27828
H -3.06323 -1.63096 1.79162
O -2.49991 -3.44624 0.94069
C -1.67138 -3.06853 -0.12514
C -0.72413 -1.90116 0.22538
N 0.37666 -1.80696 -0.70663
C 0.42645 -1.02031 -1.79631
O 1.42921 -0.93960 -2.49134
C -0.80950 -0.21697 -2.15499
H -1.74374 -0.75920 -2.03363
H -0.69380 0.13032 -3.18148
S -0.93312 1.27810 -1.09669
C -2.60904 1.17535 -0.68144
N -3.42070 0.21316 -0.98204
C -4.62783 0.59814 -0.43613
C -5.87308 -0.01239 -0.43546
C -6.89586 0.64886 0.21605
C -6.69621 1.87520 0.84731
C -5.46095 2.49977 0.85394
C -4.43994 1.83953 0.20235
O -3.13186 2.19396 0.03333
H -5.29864 3.44927 1.33665
H -7.52747 2.35278 1.34247
H -7.87965 0.20527 0.23706
H -6.02874 -0.95767 -0.92892
C 1.56871 -2.56927 -0.36338
H 1.27673 -3.46248 0.18808
H 2.08712 -2.84514 -1.28380
C 2.47337 -1.69151 0.52052
O 2.52237 -1.82163 1.72605
N 3.14231 -0.77022 -0.18617
H 2.96088 -0.70222 -1.18119
C 3.91543 0.29625 0.41642
C 3.18882 1.63374 0.25061
C 4.00635 2.76500 0.86601
C 5.39195 2.83066 0.23131
C 6.11640 1.49862 0.39929
C 5.30330 0.36570 -0.21993
H 5.81665 -0.58740 -0.08032
H 5.19273 0.53735 -1.29353
H 7.09982 1.54611 -0.07242
H 6.26374 1.29766 1.46260
H 5.97422 3.63084 0.69228
H 5.29301 3.05823 -0.83246
H 3.48492 3.71370 0.72523
H 4.10744 2.59341 1.93981
H 2.20660 1.57617 0.72452
H 3.03639 1.82493 -0.81475
H 4.00283 0.05201 1.48029
H -1.28003 -0.96494 0.25359
H -0.30711 -2.07727 1.22109
H -2.27651 -2.80523 -1.00626
H -1.08039 -3.95824 -0.35843
H -4.02646 -2.15781 0.38896
H -4.17755 -3.00618 1.95102
*
```

The energy above the lowest of the compared OMol25 structures with the same formula, charge and spin comes out at 0.586 eV. For the frontier orbital gap, the calculation gives 9.326 eV. Its LUMO energy is 0.59 eV. For the HOMO energy, the calculation gives -8.735 eV. The structure (SMILES) is COCCN(CC(=O)NC1CCCCC1)C(=O)CSc1nc2ccccc2o1.

***

Entry 3:
Below is a structure of composition C9H19N3O7PS2SeSn, with properties calculated with ωB97M-V/def2-TZVPD.

```
! wB97M-V def2-TZVPD RIJCOSX def2/J DEFGRID3
* xyz -2 2
Sn -0.06830 -1.82498 -1.08909
C -2.57672 4.38888 -0.14462
C -1.21339 3.71613 -0.09653
O -1.23290 2.57485 0.75607
P -1.71661 1.13827 0.18809
S -0.74779 -0.39350 1.13798
S -2.41911 1.08271 -1.65838
O -3.12282 1.18071 1.11779
C -3.98339 0.05788 1.11143
C -5.41222 0.53904 0.91566
H -2.54506 5.27622 -0.78405
H -2.89268 4.67861 0.86091
H -3.29968 3.67797 -0.54539
H -0.46575 4.38940 0.32946
H -0.89724 3.42681 -1.09958
H -3.87429 -0.48024 2.05959
H -3.71735 -0.63065 0.30637
H -5.64900 1.30250 1.66182
H -6.11617 -0.29352 1.01014
H -5.50160 0.98336 -0.07761
O -0.34249 -4.61561 -2.47319
Se 1.12681 -4.65620 -1.81116
O 0.87588 -4.69596 -0.07204
O 1.92617 -3.25517 -2.04017
O 1.99775 -5.97144 -2.12828
C 0.17161 -3.52083 0.44805
H -0.84462 -3.83213 0.70636
H 0.67353 -3.25667 1.38166
C 4.98970 0.22106 0.79750
N 3.95225 0.14749 -0.20074
C 3.11369 1.31864 -0.40311
C 1.75882 0.71679 -0.75365
O 0.75621 1.39152 -1.06653
N 1.84417 -0.62385 -0.62979
C 3.09481 -0.97095 -0.23258
N 3.52369 -2.24863 0.16803
H 5.82686 0.81933 0.42656
H 5.33511 -0.78862 1.01067
H 4.62547 0.67578 1.73584
H 3.49384 1.94608 -1.21770
H 3.04142 1.95056 0.50427
H 2.71428 -2.73801 0.53435
H 3.79712 -2.80364 -0.64443
*
```

The energy above the lowest of the compared OMol25 structures with the same formula, charge and spin comes out at 1.099 eV. For the frontier orbital gap (spin up / spin down), the calculation gives 3.991 / 6.608 eV. Its LUMO energy (spin up / spin down) is 4.93 / 4.93 eV. For the HOMO energy (spin up / spin down), the calculation gives 0.944 / -1.681 eV.

***

Entry 4:
Below is a cluster of 2 separate species, C4H13N3S in total, with properties calculated with ωB97M-V/def2-TZVPD.

```
! wB97M-V def2-TZVPD RIJCOSX def2/J DEFGRID3
* xyz 0 1
C 0.24341 -0.48678 -2.03459
C -0.65783 -1.60140 -1.51561
C -0.31234 -1.88966 -0.06547
S -1.40965 -3.17765 0.63692
H 0.13071 -0.39143 -3.14628
H 1.29775 -0.64813 -1.87080
H -0.04916 0.46195 -1.56268
H -1.71202 -1.28682 -1.65612
H -0.55244 -2.51382 -2.12608
H -0.45409 -0.91176 0.46113
H 0.75608 -2.14101 0.10975
H -1.12888 -2.94621 1.94530
N 1.54526 1.62622 1.37343
C 0.29417 2.04056 0.95796
N -0.75340 1.32214 1.52979
N 0.09383 2.96698 0.11260
H 2.38475 2.16919 1.03610
H 1.66696 0.92920 2.11962
H -0.75988 1.28815 2.56528
H -1.60782 1.68324 1.12386
H 0.98460 3.50707 0.00590
*
```

The energy above the lowest of the compared OMol25 structures with the same formula, charge and spin comes out at 0.437 eV. For the frontier orbital gap, the calculation gives 9.319 eV. Its LUMO energy is 0.54 eV. For the HOMO energy, the calculation gives -8.782 eV. The structure (SMILES) is N=C(N)N.CCCS.

***

Entry 5:
Below is a structure of composition C30H60BCl14NbO4P, with properties calculated with ωB97M-V/def2-TZVPD.

```
! wB97M-V def2-TZVPD RIJCOSX def2/J DEFGRID3
* xyz -1 1
C -7.77091 -1.82994 -1.04245
C -6.47360 -2.12631 -1.79948
O -5.85525 -3.36075 -1.40236
P -5.04390 -3.30186 -0.01757
O -5.94407 -3.13722 1.13634
C -3.77975 -1.99576 -0.03895
C -3.29444 -1.74206 1.41465
C -2.11434 -0.71646 1.35785
Nb -2.05350 0.78130 3.05590
C 0.12898 0.13167 3.43917
C 0.97269 1.32249 3.05320
C 1.73498 1.33222 1.89163
C 2.46044 2.47719 1.56455
C 2.42477 3.58995 2.38719
C 1.66457 3.60494 3.56136
C 1.56595 4.81444 4.46161
C 0.94661 2.45956 3.87872
B -2.94018 -0.71425 4.64434
C -2.12785 -1.83245 5.42259
O -4.29210 -0.64491 4.97461
O -4.25513 -4.70152 0.00177
C -4.07857 -5.27319 1.30731
C -5.17502 -6.30620 1.60973
H -8.26932 -2.77191 -0.82314
H -8.41201 -1.24905 -1.70978
H -7.61064 -1.22367 -0.15538
H -5.80053 -1.26790 -1.78029
H -6.75184 -2.26344 -2.84510
H -2.92940 -2.26344 -0.66653
H -4.24721 -1.06479 -0.35424
H -2.89193 -2.64447 1.87477
H -4.14117 -1.32669 1.95629
H -1.16130 -1.23178 1.19560
H -2.27923 -0.12509 0.44135
H -1.44869 2.10313 1.92405
H -1.89683 2.01021 4.41702
H -3.80225 1.28940 2.66390
H 0.31764 -0.05073 4.50190
H 0.39363 -0.75844 2.86415
H 1.73426 0.46477 1.26005
H 3.03321 2.51472 0.64385
H 2.97292 4.48624 2.10336
H 1.27621 5.68458 3.86804
H 2.45631 4.99269 5.06488
H 0.73774 4.64004 5.15140
H 0.33760 2.45681 4.77282
H -1.10939 -1.98936 5.07137
H -2.70715 -2.76376 5.41478
H -2.07950 -1.49343 6.46370
H -4.52057 0.27987 4.83859
H -3.11464 -5.78336 1.29387
H -4.06322 -4.53755 2.10796
H -6.08123 -5.98296 1.10264
H -5.35732 -6.38903 2.67961
H -4.84858 -7.27434 1.22788
Cl 3.87888 1.03497 -2.41811
C 2.24934 0.93147 -3.14872
C 1.23289 1.73973 -2.38337
Cl 0.89661 1.05568 -0.77581
H 1.97467 -0.11915 -3.19779
H 2.33307 1.31415 -4.16515
H 0.29065 1.75640 -2.93144
H 1.56465 2.76757 -2.24418
Cl 2.79730 7.39753 0.07595
C 4.53487 7.23366 0.43566
C 5.32294 6.77399 -0.76488
Cl 4.94589 5.09265 -1.20730
H 4.64156 6.54319 1.26909
H 4.88658 8.21459 0.75215
H 6.38803 6.81282 -0.54025
H 5.13171 7.40242 -1.63143
Cl -1.79953 3.41683 -0.38838
C -0.47068 4.52560 0.00728
C -0.62847 5.87062 -0.64932
Cl -0.42185 5.79020 -2.42386
H 0.46239 4.04611 -0.28133
H -0.47100 4.63896 1.09209
H 0.13397 6.55130 -0.27493
H -1.60583 6.30131 -0.44604
Cl -4.40743 1.40489 -1.54400
C -4.99806 2.34631 -0.14391
C -6.21626 1.72916 0.48515
Cl -7.65524 1.83959 -0.57488
H -5.18956 3.36172 -0.48238
H -4.18833 2.37057 0.58594
H -6.45835 2.25726 1.40491
H -6.05434 0.68033 0.72555
Cl 0.15408 -2.22731 -2.64837
C 1.03915 -3.47239 -1.72786
C 1.55513 -2.95712 -0.40857
Cl 2.86092 -1.76168 -0.60900
H 1.84953 -3.83880 -2.35399
H 0.34016 -4.28892 -1.55224
H 1.96861 -3.78345 0.16816
H 0.76430 -2.49173 0.17735
Cl 5.01180 -4.43419 -2.45393
C 6.38607 -3.30886 -2.31154
C 6.12626 -2.00802 -3.02680
Cl 6.08294 -2.21655 -4.79934
H 7.27186 -3.80962 -2.69635
H 6.53199 -3.11784 -1.24962
H 6.92788 -1.30408 -2.80942
H 5.18432 -1.56001 -2.71901
Cl 10.47149 -4.51893 -8.38630
C 9.10431 -5.02406 -7.35700
C 8.75471 -3.98824 -6.32055
Cl 10.02073 -3.82587 -5.07463
H 9.36459 -5.97435 -6.89767
H 8.25257 -5.18121 -8.01666
H 7.84110 -4.27667 -5.80511
H 8.59852 -3.01072 -6.76893
*
```

For the frontier orbital gap, the calculation gives 6.124 eV. Its LUMO energy is 1.74 eV. For the HOMO energy, the calculation gives -4.379 eV.

***

Entry 6:
Below is a structure of composition C15H32F6GeIN3NiO4S2Si3, with properties calculated with ωB97M-V/def2-TZVPD.

```
! wB97M-V def2-TZVPD RIJCOSX def2/J DEFGRID3
* xyz -1 4
Ni 0.14336 -0.65806 0.16486
F -0.35859 -3.36666 3.90216
C -0.34698 -3.57906 2.57382
F -0.15963 -4.88342 2.36292
F -1.56026 -3.24437 2.10032
S 0.97389 -2.52304 1.76532
O 0.38849 -1.22961 2.25791
O 2.01457 -3.25508 2.70891
N 0.45119 -3.02663 0.29970
S 1.34884 -2.78543 -1.02461
O 1.45347 -3.93437 -1.85439
O 0.80754 -1.55784 -1.65764
C 4.04584 -3.24256 0.01768
F 4.11076 -4.19196 -0.94365
F 3.30886 -5.03088 1.36664
F 5.16265 -2.46413 -0.10796
C 1.44270 1.21184 -0.04979
H 1.78474 1.40259 0.96188
H 2.21264 0.86675 -0.72965
I 6.46678 -4.44093 2.54376
C 3.97969 -3.84844 1.38913
C 3.43383 -2.91407 2.42924
N 3.42232 -1.57569 1.89757
N 2.36982 -1.63399 0.95364
C 2.87588 -2.24765 -0.26779
H 3.93344 -2.98736 3.39263
H 3.17851 -0.88875 2.59918
H 3.23957 -1.47409 -0.94962
C -2.58310 -2.11503 -0.85246
Si -2.25077 -0.45273 -0.05769
C -3.41582 0.71532 -0.98073
C -2.84911 -0.39344 1.72114
Ge -0.34124 1.54098 -0.57315
Si -0.43160 1.92563 -2.92209
C 1.30192 2.45538 -3.37678
C -0.86344 0.42870 -3.95527
C -1.62416 3.33317 -3.25340
Si -1.06828 3.12617 1.03846
C -2.82282 3.75535 0.84145
C -0.81878 2.35489 2.72850
C 0.09953 4.57504 0.82824
H -3.61570 -2.38654 -0.60495
H -1.93055 -2.92303 -0.53739
H -2.51269 -2.01531 -1.93890
H -4.43552 0.35323 -0.79816
H -3.26519 0.70550 -2.05664
H -3.37738 1.74766 -0.63813
H -3.70561 -1.06353 1.84157
H -3.19455 0.62215 1.93552
H -2.10003 -0.66839 2.46179
H 2.00793 1.63115 -3.26068
H 1.64961 3.27658 -2.74729
H 1.33027 2.78176 -4.42107
H -0.33833 -0.46694 -3.62378
H -0.56239 0.63637 -4.98742
H -1.93199 0.21784 -3.96466
H -1.35971 4.22455 -2.67985
H -2.64812 3.05752 -2.99364
H -1.60711 3.60505 -4.31306
H -3.56533 3.00052 1.10504
H -3.02316 4.08018 -0.18205
H -2.97675 4.61558 1.50004
H -1.75374 1.93811 3.10651
H -0.46800 3.10788 3.43977
H -0.09091 1.54088 2.71537
H 0.01808 5.01016 -0.17118
H 1.13700 4.26834 0.96776
H -0.13635 5.35618 1.55713
*
```

For the frontier orbital gap (spin up / spin down), the calculation gives 5.762 / 6.238 eV. Its LUMO energy (spin up / spin down) is 2.11 / 1.39 eV. For the HOMO energy (spin up / spin down), the calculation gives -3.654 / -4.848 eV.